(1)
10
Properties=species:S:1:pos:R:3:forces:R:3 method="wB97M-V/def2-TZVPD" total_energy_ha=-301.15649 de_lowest_ev=8.9999 homo_ev="-9.226 / -10.145" total_charge=0 orbital_gap_ev="8.932 / 9.567"
C -0.430890 1.031188 0.537176 -0.7746 0.6629 0.1518
C -0.508646 -1.058386 0.013553 0.2958 -0.9935 -1.5431
C 0.921262 0.627430 0.302163 1.2800 0.8859 -1.9139
N -1.234266 0.078114 0.493547 -1.3293 -1.1746 -0.3689
N 0.901736 -0.705177 -0.182901 -0.0993 -0.7087 -1.5355
O 1.459535 -0.289926 1.065864 1.4734 -0.4808 3.0737
H -0.828582 1.983755 0.532178 -0.2702 2.1635 0.7491
H -0.611440 -1.952482 0.619341 -0.1683 -0.1425 -0.0644
H -0.764732 -1.224264 -1.078180 -0.4417 -0.2195 1.3255
H 1.096022 1.509747 -2.302744 0.0343 0.0073 0.1258

---

(2)
10
Properties=species:S:1:pos:R:3:forces:R:3 method="wB97M-V/def2-TZVPD" total_energy_ha=-301.29123 de_lowest_ev=5.3334 homo_ev=-8.309 total_charge=0 orbital_gap_ev=8.697
O -0.879732 0.716410 -0.985026 -0.2110 0.0581 -0.2600
C 0.687460 0.209840 -0.899431 -0.0530 -0.0809 0.3425
C 0.163593 0.784596 0.340849 0.2493 0.0086 0.3217
N -0.091740 -0.179357 1.251665 -0.0916 0.1921 0.0241
N 0.095261 -1.446578 0.693519 0.1929 0.1326 -0.4533
C 0.509909 -1.232434 -0.507028 -0.0330 -0.2495 0.1386
H -0.782372 1.533668 -1.492370 0.0054 -0.1002 -0.0122
H 0.196666 1.824743 0.648520 -0.0633 -0.1850 -0.0445
H -0.691060 -0.121509 2.060426 0.1041 0.0550 -0.1045
H 0.792013 -2.089379 -1.111124 -0.0999 0.1692 0.0475

---

(3)
10
Properties=species:S:1:pos:R:3:forces:R:3 method="wB97M-V/def2-TZVPD" total_energy_ha=-301.33240 de_lowest_ev=4.2131 homo_ev=-9.689 total_charge=0 smiles="[H]/N=C/C=C=NO" orbital_gap_ev=9.734
H -2.519696 -1.208853 1.000593 0.0553 -0.0352 0.0689
N -1.614234 -1.056304 0.560143 -0.1734 0.4323 0.0396
C -1.451544 0.179580 0.305746 -0.0237 -0.1945 0.0180
C -0.245116 0.643437 -0.388344 0.0850 -0.1065 -0.1499
C 0.780621 -0.143414 -0.628240 0.4272 0.0361 -0.1190
N 1.814752 -0.729299 -0.938666 -0.7040 0.6488 -0.2895
O 2.947408 -0.384257 -0.217692 0.5028 -0.3843 0.5925
H -2.191123 0.961403 0.516861 0.0360 -0.1718 0.0673
H -0.191659 1.650746 -0.798103 -0.1853 -0.2113 -0.0734
H 2.670593 0.086961 0.587703 -0.0200 -0.0137 -0.1543

---

(4)
10
Properties=species:S:1:pos:R:3:forces:R:3 method="wB97M-V/def2-TZVPD" total_energy_ha=-301.31599 de_lowest_ev=4.6598 homo_ev=-8.625 total_charge=0 orbital_gap_ev=9.162
H -2.491046 0.523881 0.113684 -0.7454 -1.9074 -0.6619
N -2.188979 -0.497257 -0.061026 -1.0537 3.8467 -0.0559
C -0.952165 -0.249763 -0.124380 -1.6007 -2.7459 2.4072
C -0.068756 0.869908 0.043964 -0.9678 1.6181 -1.1987
C 1.126674 0.285224 0.005155 1.6395 3.6461 -1.1273
N 1.090593 -1.064368 -0.216767 4.6204 -0.5420 1.9307
O -0.261124 -1.470405 0.075914 2.7449 1.1919 -0.7584
H -0.365883 1.982237 -0.149589 0.7627 -2.4687 0.7422
H 2.039641 1.006228 -0.070404 -1.1078 -2.2901 0.2371
H 2.071045 -1.385686 0.383448 -4.2920 -0.3488 -1.5149

---

(5)
10
Properties=species:S:1:pos:R:3:forces:R:3 method="wB97M-V/def2-TZVPD" total_energy_ha=-301.36386 de_lowest_ev=3.3571 homo_ev=-9.388 total_charge=0 smiles="N=C=N.C#CO" orbital_gap_ev=10.073
N 2.074608 -0.119373 0.477498 -0.3951 -0.2402 -0.4023
C 1.321217 -0.533546 -0.381803 0.1532 -0.0085 0.0323
N 0.579783 -1.104624 -1.190176 0.3838 0.2225 0.3190
H 1.919847 0.802895 0.866609 -0.0397 -0.0513 -0.0342
H 0.840872 -0.995096 -2.164453 -0.0634 -0.0128 0.0252
C -1.127325 1.339672 1.006155 -0.3301 -0.4351 -0.1821
C -1.520482 0.317802 0.501011 0.1252 0.4452 0.2318
O -1.968757 -0.786994 -0.028625 0.1363 0.1309 0.0224
H -0.874716 2.260284 1.479929 0.0133 -0.1510 -0.1000
H -1.245047 -1.181020 -0.566144 0.0165 0.1002 0.0878

---

(6)
10
Properties=species:S:1:pos:R:3:forces:R:3 method="wB97M-V/def2-TZVPD" total_energy_ha=-301.39708 de_lowest_ev=2.4531 homo_ev=-9.076 total_charge=0 smiles=Oc1cn[nH]c1 orbital_gap_ev=9.677
O 1.983537 -0.092424 -0.225150 0.3599 -0.1293 0.0657
C 0.658018 0.065127 -0.020151 -0.2776 -0.0122 0.4027
C -0.065603 1.264453 -0.318720 -0.0973 0.0136 -0.0089
N -1.343761 1.132740 -0.089630 0.2392 -0.3105 -0.7272
N -1.526137 -0.156107 0.412008 0.3115 -0.8338 -0.6384
C -0.271994 -0.778966 0.481098 1.0172 0.2498 0.4293
H 2.213928 -1.008834 -0.027782 0.0906 0.1837 -0.0456
H 0.349858 2.174607 -0.740966 -0.1250 -0.0809 0.2318
H -1.758870 -0.826836 -0.362539 -1.7611 1.0502 0.4244
H -0.238974 -1.773759 0.891830 0.2425 -0.1306 -0.1338

---

(7)
10
Properties=species:S:1:pos:R:3:forces:R:3 method="wB97M-V/def2-TZVPD" total_energy_ha=-301.41944 de_lowest_ev=1.8447 homo_ev=-8.718 total_charge=0 smiles=Nc1ccno1 orbital_gap_ev=9.570
N -1.111368 -0.069389 -1.448532 -0.1170 0.0901 0.0250
C -0.312208 0.190396 -0.356997 0.1541 -0.2179 0.0227
C 0.681994 -0.592998 0.140424 0.0053 0.0129 -0.1202
C 1.099181 0.112672 1.292829 -0.0633 0.2017 0.0295
N 0.459646 1.243727 1.446809 0.1498 -0.3374 0.0607
O -0.451477 1.296040 0.376244 -0.2889 -0.1879 -0.2712
H -1.913216 0.517161 -1.614068 0.0916 0.1896 0.2125
H -1.345696 -1.050483 -1.516604 0.0590 0.1834 -0.0974
H 1.066426 -1.463492 -0.362386 0.0654 -0.1328 0.3653
H 1.826718 -0.183635 2.042281 -0.0560 0.1984 -0.2268

---

(8)
10
Properties=species:S:1:pos:R:3:forces:R:3 method="wB97M-V/def2-TZVPD" total_energy_ha=-301.34367 de_lowest_ev=3.9065 homo_ev=-8.984 total_charge=0 orbital_gap_ev=9.996
O 2.045626 -0.086345 1.167731 0.0569 -0.3734 0.1134
C 0.972481 -0.442358 0.447020 0.1006 0.5135 0.3784
C -0.886603 -0.449570 -1.361213 -0.3589 0.7761 -0.4077
N -0.880034 0.792152 -1.587266 -0.0015 -0.6887 0.1715
C -1.130700 0.317100 -0.175020 -0.2212 -0.0025 0.2004
N -0.034002 0.378093 0.743678 0.2779 -0.2807 -0.2760
H 2.722545 -0.734859 0.945404 0.0707 0.1628 0.1291
H -0.735027 -1.383518 -1.881042 -0.0623 0.0406 0.0521
H -2.113075 0.495408 0.254565 0.1315 -0.0828 -0.0844
H 0.038788 1.113896 1.446143 0.0062 -0.0650 -0.2769